{
  "formula": "C47H62OP2SSiSn",
  "method": "ωB97M-V/def2-TZVPD",
  "species": ["Sn", "C", "Si", "C", "C", "C", "C", "C", "C", "P", "C", "C", "C", "C", "C", "C", "C", "C", "C", "C", "C", "C", "C", "C", "C", "C", "C", "C", "P", "C", "C", "C", "C", "C", "C", "C", "C", "C", "C", "C", "C", "H", "H", "H", "H", "H", "H", "H", "H", "H", "H", "H", "H", "H", "H", "H", "H", "H", "H", "H", "H", "H", "H", "H", "H", "H", "H", "H", "H", "H", "H", "H", "H", "H", "H", "H", "H", "H", "H", "H", "H", "H", "H", "H", "H", "H", "H", "H", "H", "H", "H", "H", "H", "H", "H", "H", "C", "C", "O", "S", "C", "C", "C", "C", "C", "C", "C", "C", "H", "H", "H", "H", "H", "H", "H"],
  "xyz": [[0.50915, -2.76811, -0.46051], [0.70868, -3.65776, 2.74671], [-0.14715, -2.15262, 1.97610], [0.95433, -0.74884, 2.57780], [0.75030, -0.18413, 3.83797], [1.68957, 0.66819, 4.40420], [2.85452, 0.97413, 3.71367], [3.07758, 0.42795, 2.45852], [2.13094, -0.42230, 1.88233], [2.48329, -1.21542, 0.28162], [4.05260, -2.15868, 0.51469], [3.98280, -3.49718, -0.25685], [5.37463, -4.11423, -0.35837], [6.27421, -3.24576, -1.25353], [5.91572, -1.75289, -1.14739], [5.38721, -1.42971, 0.24723], [2.46381, 0.07714, -1.03791], [3.57856, 1.13142, -1.05154], [3.21973, 2.25483, -2.04394], [2.41240, 1.74964, -3.24607], [2.78616, 0.30873, -3.56684], [2.34599, -0.61373, -2.42323], [-1.94230, -2.16459, 2.59134], [-2.16668, -2.92642, 3.74164], [-3.44095, -3.23805, 4.19646], [-4.54837, -2.83559, 3.47635], [-4.37054, -2.07349, 2.33242], [-3.09257, -1.71351, 1.90040], [-3.05222, -0.75275, 0.37916], [-4.15356, 0.70367, 0.46649], [-4.12405, 1.54824, -0.81674], [-4.43668, 3.00451, -0.43683], [-5.47073, 3.07046, 0.70164], [-6.39415, 1.85607, 0.65719], [-5.61887, 0.54613, 0.92339], [-3.22945, -1.93552, -0.99789], [-2.74395, -1.42236, -2.37806], [-3.91186, -1.09588, -3.30575], [-4.75142, -2.35043, -3.59379], [-4.77078, -3.31135, -2.39506], [-4.64515, -2.54420, -1.07991], [0.84417, -3.51900, 3.82206], [1.71657, -3.78153, 2.33158], [0.16416, -4.59013, 2.58386], [-0.14379, -0.43302, 4.40047], [1.52366, 1.07429, 5.39376], [3.59264, 1.63381, 4.15044], [4.00023, 0.66162, 1.94305], [3.99453, -2.37685, 1.58630], [3.59461, -3.34126, -1.26894], [3.28853, -4.17923, 0.24744], [5.30854, -5.12704, -0.75401], [5.79788, -4.19886, 0.64590], [6.18207, -3.56861, -2.29163], [7.31663, -3.39650, -0.97157], [5.15982, -1.49545, -1.89629], [6.78805, -1.13693, -1.36620], [5.30588, -0.35712, 0.40827], [6.10786, -1.78924, 0.98541], [1.52857, 0.60068, -0.82029], [4.51210, 0.66124, -1.35600], [3.72991, 1.56909, -0.06364], [4.14947, 2.70922, -2.38959], [2.66856, 3.03556, -1.52366], [2.58642, 2.39190, -4.10909], [1.33756, 1.79935, -3.03461], [3.86730, 0.23558, -3.71332], [2.32345, -0.02308, -4.49643], [2.93368, -1.53538, -2.44706], [1.30252, -0.90611, -2.59052], [-1.32505, -3.29039, 4.31436], [-3.56022, -3.81636, 5.10318], [-5.54419, -3.11741, 3.79064], [-5.24065, -1.77778, 1.76657], [-3.61682, 1.26025, 1.24589], [-4.89921, 1.17361, -1.48622], [-3.17577, 1.48396, -1.35137], [-4.81783, 3.51877, -1.32024], [-3.51771, 3.51654, -0.14130], [-6.04901, 3.99010, 0.62718], [-4.96906, 3.10420, 1.67317], [-6.88662, 1.81133, -0.31667], [-7.18662, 1.95092, 1.39866], [-6.11028, -0.27300, 0.39576], [-5.64594, 0.32110, 1.98854], [-2.54547, -2.72198, -0.65243], [-2.15591, -2.22145, -2.83767], [-2.07044, -0.56882, -2.26911], [-3.53396, -0.67119, -4.23556], [-4.53604, -0.32775, -2.84883], [-4.35849, -2.87020, -4.46828], [-5.76965, -2.04955, -3.84373], [-3.94114, -4.02110, -2.46309], [-5.68442, -3.90405, -2.39589], [-4.82475, -3.20110, -0.22850], [-5.40354, -1.75662, -1.05309], [4.49269, 6.98214, 0.44384], [3.49555, 5.86423, 0.53245], [3.67797, 4.81565, 1.08151], [1.95083, 6.27486, -0.32700], [1.10678, 4.72719, -0.20376], [0.63075, 4.11203, -1.36120], [-0.02057, 2.89438, -1.28156], [-0.18464, 2.27994, -0.03498], [0.26606, 2.91405, 1.12517], [0.90533, 4.13303, 1.03882], [-0.89179, 1.04794, 0.07464], [-1.49115, -0.00279, 0.21477], [5.13319, 6.96853, 1.32249], [4.00470, 7.94984, 0.34006], [5.11055, 6.81502, -0.44063], [0.78415, 4.58778, -2.32088], [-0.37759, 2.40443, -2.17860], [0.09935, 2.44981, 2.08572], [1.25428, 4.62731, 1.93436]],
  "total_charge": 2,
  "e_homo_ev": -13.053,
  "spin_multiplicity": 1,
  "fmax_ev_per_a": 0.372,
  "lumo_ha": -0.2375
}

***

{
  "formula": "C47H63F4N10O2",
  "method": "ωB97M-V/def2-TZVPD",
  "species": ["C", "C", "F", "C", "N", "C", "C", "C", "C", "O", "C", "F", "F", "F", "C", "C", "C", "N", "C", "C", "C", "C", "O", "H", "H", "H", "H", "H", "H", "H", "H", "H", "H", "H", "H", "H", "H", "H", "H", "H", "H", "H", "H", "H", "H", "H", "N", "C", "C", "C", "C", "H", "H", "H", "H", "H", "N", "C", "C", "C", "C", "H", "H", "H", "H", "H", "N", "C", "C", "C", "C", "H", "H", "H", "H", "H", "N", "C", "C", "C", "C", "H", "H", "H", "H", "H", "N", "C", "C", "C", "C", "H", "H", "H", "H", "H", "N", "C", "C", "C", "C", "H", "H", "H", "H", "H", "N", "C", "C", "C", "C", "H", "H", "H", "H", "H", "N", "C", "C", "C", "C", "H", "H", "H", "H", "H"],
  "xyz": [[-4.54238, -3.82141, -1.15810], [-3.44187, -3.72029, -2.24506], [-3.29008, -2.38594, -2.56513], [-2.09420, -4.37562, -1.83922], [-1.03049, -3.37839, -1.67802], [-0.53660, -2.82838, -2.80586], [0.45215, -1.90854, -2.82468], [0.87715, -1.36230, -4.19098], [2.36082, -1.70498, -4.47599], [3.05909, -0.48792, -4.68236], [2.53412, -2.63995, -5.67022], [3.86056, -2.88808, -5.80695], [1.92987, -3.82193, -5.45626], [2.12592, -2.11288, -6.82246], [1.01804, -1.50608, -1.59223], [2.11074, -0.46610, -1.56652], [2.66853, -0.12245, -0.17151], [1.73539, 0.58448, 0.70385], [0.49273, -2.08232, -0.44902], [-0.51560, -3.01380, -0.49942], [-1.00176, -3.61626, 0.80986], [0.12770, -3.72505, 1.84462], [1.20392, -4.47407, 1.28879], [-4.42236, -4.69440, -0.51422], [-4.54268, -2.87672, -0.59843], [-5.49872, -3.83063, -1.69046], [-3.84540, -4.28052, -3.09716], [-2.25616, -5.01964, -0.98016], [-1.78570, -5.04108, -2.65335], [-0.97781, -3.15309, -3.74342], [0.67204, -0.28703, -4.18308], [0.20395, -1.81442, -4.92844], [2.77556, -2.19150, -3.58327], [3.99543, -0.70250, -4.56144], [1.70968, 0.45005, -2.03051], [2.96040, -0.74991, -2.19446], [3.12192, -0.99959, 0.30705], [3.51295, 0.56445, -0.34422], [1.06205, 1.13954, 0.19166], [1.29889, -0.01336, 1.39052], [0.93499, -1.77766, 0.48551], [-1.41580, -4.62064, 0.71422], [-1.75044, -2.96018, 1.27740], [-0.23799, -4.28627, 2.71599], [0.45389, -2.74159, 2.21242], [1.90088, -4.52757, 1.95552], [1.70978, -5.15297, -8.38237], [2.19415, -6.26978, -9.00743], [1.15410, -6.86649, -9.66829], [-0.00348, -6.07589, -9.43769], [0.37203, -5.02537, -8.64384], [2.25121, -4.52460, -7.82130], [3.23279, -6.54244, -8.92701], [1.21535, -7.76867, -10.25369], [-0.99683, -6.25783, -9.81326], [-0.19427, -4.20109, -8.24332], [-1.29048, 0.40978, 3.18375], [-2.19062, 0.05042, 4.15440], [-2.02773, 0.90181, 5.21229], [-0.99329, 1.81613, 4.86808], [-0.56021, 1.48959, 3.61315], [-1.18454, -0.04517, 2.29661], [-2.86479, -0.77675, 4.00744], [-2.58877, 0.87521, 6.13254], [-0.61251, 2.62156, 5.47416], [0.20105, 1.92900, 2.98804], [-3.49169, 2.04388, -0.02289], [-3.09203, 0.88812, -0.63607], [-4.14358, 0.41843, -1.38126], [-5.21812, 1.33112, -1.21374], [-4.78291, 2.32333, -0.37425], [-2.92417, 2.60221, 0.58964], [-2.09678, 0.49938, -0.48874], [-4.13963, -0.47727, -1.97789], [-6.19706, 1.26771, -1.65886], [-5.27995, 3.20068, 0.00309], [2.86670, 5.40142, 0.03413], [2.41959, 4.11316, -0.07626], [2.90905, 3.40076, 0.99070], [3.67872, 4.30020, 1.77694], [3.63121, 5.52355, 1.16333], [2.66485, 6.14255, -0.61238], [1.79362, 3.81667, -0.90275], [2.73025, 2.34930, 1.18457], [4.20567, 4.07454, 2.68932], [4.07492, 6.46877, 1.43058], [4.07035, -5.63515, 0.33938], [5.05186, -5.64492, -0.61447], [6.26171, -5.68261, 0.02625], [6.00180, -5.70201, 1.42196], [4.64266, -5.67518, 1.58387], [3.08338, -5.60506, 0.15495], [4.80524, -5.62348, -1.66275], [7.22691, -5.69678, -0.45183], [6.72980, -5.73386, 2.21530], [4.03592, -5.68105, 2.47502], [-1.78551, 6.56337, -2.66198], [-2.41809, 5.35898, -2.80514], [-2.01193, 4.54639, -1.78072], [-1.09996, 5.29363, -0.98473], [-0.98472, 6.53437, -1.55422], [-1.89358, 7.34973, -3.27639], [-3.09949, 5.18493, -3.62051], [-2.33158, 3.53144, -1.61905], [-0.58852, 4.95954, -0.09566], [-0.40427, 7.39512, -1.26809], [1.92965, 7.47508, 3.67350], [1.03623, 7.10382, 4.64075], [1.18883, 7.95315, 5.70428], [2.21209, 8.87731, 5.36359], [2.64685, 8.55792, 4.10502], [2.04230, 7.02201, 2.78417], [0.37232, 6.26939, 4.48904], [0.62896, 7.91751, 6.62415], [2.58505, 9.68383, 5.97276], [3.40278, 9.00548, 3.48175], [-3.72728, 2.25081, 8.69842], [-4.87765, 2.33747, 7.95924], [-5.92214, 1.96453, 8.76136], [-5.38348, 1.64457, 10.03655], [-4.02977, 1.83323, 9.96682], [-2.80561, 2.46137, 8.36302], [-4.85155, 2.65513, 6.93023], [-6.95822, 1.92626, 8.46830], [-5.92877, 1.31474, 10.90514], [-3.25749, 1.70652, 10.70645]],
  "total_charge": 1,
  "e_homo_ev": -9.442,
  "spin_multiplicity": 1,
  "fmax_ev_per_a": 1.916,
  "lumo_ha": -0.1425
}

***

{
  "formula": "C47H63FNO5P2SSbTi",
  "method": "ωB97M-V/def2-TZVPD",
  "species": ["Ti", "C", "C", "C", "P", "C", "C", "C", "C", "C", "C", "C", "C", "C", "C", "N", "C", "C", "C", "C", "C", "C", "C", "P", "C", "C", "C", "C", "C", "C", "H", "H", "H", "H", "H", "H", "H", "H", "H", "H", "H", "H", "H", "H", "H", "H", "H", "H", "H", "H", "H", "H", "H", "H", "H", "H", "H", "H", "H", "H", "H", "H", "H", "H", "H", "H", "H", "H", "H", "H", "O", "S", "O", "O", "O", "O", "H", "H", "F", "C", "C", "C", "C", "C", "C", "C", "Sb", "C", "C", "C", "C", "C", "C", "C", "C", "C", "C", "C", "C", "C", "C", "H", "H", "H", "H", "H", "H", "H", "H", "H", "H", "H", "H", "H", "H", "H", "H", "H", "H", "H", "H", "H"],
  "xyz": [[1.17757, -0.22200, 0.36132], [3.29805, 3.15902, 0.35023], [1.87434, 3.68269, 0.54007], [1.91825, 4.86461, 1.51025], [0.73544, 2.29455, 0.99750], [-0.99784, 2.91959, 0.71821], [-1.23902, 4.42911, 0.69851], [-2.01569, 2.24485, 1.63225], [0.96168, 2.03005, 2.78723], [0.52359, 2.96536, 3.72605], [0.59328, 2.75825, 5.09446], [0.07861, 3.77807, 6.06893], [1.11836, 1.53615, 5.51075], [1.56385, 0.58619, 4.61438], [1.52511, 0.80006, 3.21917], [1.88140, -0.18143, 2.30813], [2.78831, -1.18131, 2.69036], [3.86949, -0.90653, 3.54380], [4.70815, -1.90263, 4.00234], [4.52733, -3.23450, 3.63196], [5.43528, -4.31946, 4.13674], [3.51930, -3.49440, 2.71842], [2.68199, -2.50459, 2.20663], [1.61456, -2.79795, 0.75650], [2.69174, -3.61676, -0.51223], [2.78965, -5.14028, -0.45117], [4.08799, -2.99932, -0.55199], [0.37488, -4.07168, 1.22645], [-0.34876, -3.71453, 2.51691], [-0.61668, -4.21588, 0.06790], [3.95913, 4.00213, 0.13139], [3.36700, 2.43898, -0.45616], [3.65923, 2.67921, 1.26441], [1.49186, 4.01532, -0.43240], [2.28440, 4.54345, 2.48713], [0.96239, 5.36336, 1.65398], [2.62390, 5.60483, 1.12592], [-1.18137, 2.55815, -0.30311], [-1.15177, 4.86694, 1.69450], [-2.25938, 4.61113, 0.35051], [-0.56745, 4.96163, 0.02635], [-1.91783, 2.59615, 2.66097], [-1.91344, 1.16297, 1.63892], [-3.02149, 2.49188, 1.28401], [0.09137, 3.89307, 3.36711], [0.09013, 4.77668, 5.63142], [0.68466, 3.80533, 6.97600], [-0.95006, 3.56521, 6.37150], [1.16829, 1.31072, 6.57146], [1.92501, -0.35903, 4.99106], [4.03497, 0.11592, 3.85657], [5.52408, -1.63711, 4.66639], [5.70669, -4.15609, 5.18048], [6.36351, -4.36635, 3.56160], [4.95803, -5.29730, 4.06568], [3.38425, -4.51589, 2.37461], [2.18171, -3.34036, -1.44263], [3.28668, -5.48488, 0.45822], [3.39208, -5.48521, -1.29495], [1.82167, -5.63611, -0.52008], [4.65488, -3.26576, 0.34307], [4.06954, -1.91600, -0.63156], [4.61864, -3.38909, -1.42281], [0.91180, -5.01555, 1.37083], [-0.88294, -2.76967, 2.43332], [0.33685, -3.62638, 3.36069], [-1.08223, -4.49057, 2.74826], [-1.09737, -3.25762, -0.14663], [-1.39774, -4.93483, 0.32592], [-0.13880, -4.55464, -0.85303], [2.94705, 0.16052, -0.45225], [2.45556, 0.12588, -1.94390], [3.52742, -0.30470, -2.80106], [1.35180, -0.88595, -1.78579], [1.90497, 1.43297, -2.27103], [-1.39087, -0.67175, 3.51061], [-0.79757, -0.09911, 4.01147], [-1.03661, -0.62824, 2.60436], [-0.68163, -0.52961, 0.70365], [-3.47720, -0.64113, 0.15041], [-3.41845, -1.58014, -1.02167], [-4.07990, -2.80184, -0.88882], [-4.00863, -3.77480, -1.86837], [-3.25860, -3.53663, -3.00880], [-2.61340, -2.32148, -3.16205], [-2.69777, -1.31766, -2.19680], [-1.54270, 0.48434, -2.45179], [-1.21428, 0.23709, -4.56398], [0.12295, 0.12894, -4.93083], [0.50517, -0.09022, -6.24769], [-0.46556, -0.20334, -7.22579], [-1.80250, -0.09254, -6.87491], [-2.20032, 0.12834, -5.55908], [-3.67452, 0.22609, -5.27933], [-3.10685, 1.96581, -2.57362], [-4.44111, 1.73820, -2.25163], [-5.36055, 2.77396, -2.19467], [-4.94811, 4.07082, -2.45704], [-3.62368, 4.31405, -2.77746], [-2.69190, 3.28040, -2.83599], [-1.26805, 3.59101, -3.21458], [-4.50285, -0.53619, 0.51153], [-3.10773, 0.35601, -0.07418], [-2.86388, -1.02127, 0.96865], [-4.64042, -2.99337, 0.01998], [-4.52546, -4.71727, -1.73705], [-3.17645, -4.29135, -3.78145], [-2.02941, -2.15033, -4.05967], [0.89567, 0.22422, -4.18555], [1.55681, -0.17240, -6.48982], [-0.19267, -0.38079, -8.25879], [-2.56604, -0.18010, -7.63975], [-4.24211, -0.09111, -6.15532], [-3.96804, 1.24559, -5.03413], [-3.96870, -0.40036, -4.43951], [-4.78231, 0.72734, -2.07143], [-6.39516, 2.56683, -1.94958], [-5.65381, 4.89089, -2.40886], [-3.29652, 5.32747, -2.98297], [-1.08626, 4.66638, -3.20350], [-1.03922, 3.21815, -4.21622], [-0.54068, 3.12243, -2.54285]],
  "total_charge": -1,
  "e_homo_ev": [-4.591, -4.779],
  "spin_multiplicity": 2,
  "fmax_ev_per_a": 0.931,
  "lumo_ha": [0.0913, 0.0913],
  "s2": 0.753
}

***

Result set for relative energy (zero: lowest compared OMol25 entry of this formula, charge and spin): 34.22 10.91 0.22 kcal/mol, one per record in the order listed.